172
Properties=species:S:1:pos:R:3 method="wB97M-V/def2-TZVPD" de_lowest_kcal_mol=56.70 charge=0 homo_ev=-8.8694 total_energy_ha=-3471.937021
C 3.216 4.065 -3.860
O 4.456 3.752 -4.460
C 4.330 2.841 -5.516
C 5.631 2.054 -5.727
O 6.208 1.459 -4.581
C 5.662 0.226 -4.066
H 2.584 3.188 -3.717
H 2.665 4.730 -4.525
H 3.340 4.455 -2.850
H 4.014 3.333 -6.436
H 3.488 2.162 -5.386
H 6.357 2.744 -6.156
H 5.553 1.336 -6.544
H 5.948 0.266 -3.015
H 6.104 -0.638 -4.564
H 4.577 0.144 -4.115
C -1.182 -0.649 -3.983
O -2.134 -0.329 -3.007
C -3.036 0.668 -3.323
C -3.967 0.830 -2.081
O -4.929 -0.245 -1.974
C -4.455 -1.323 -1.190
H -1.677 -0.885 -4.925
H -0.707 -1.558 -3.613
H -0.497 0.188 -4.124
H -3.667 0.418 -4.176
H -2.564 1.618 -3.573
H -4.635 1.686 -2.175
H -3.345 0.974 -1.198
H -4.204 -1.120 -0.149
H -3.617 -1.874 -1.617
H -5.247 -2.069 -1.267
C 3.672 1.811 4.993
O 3.810 2.847 4.052
C 2.977 2.769 2.901
C 1.511 3.217 3.002
O 0.784 2.346 3.902
C -0.627 2.727 4.122
H 3.859 0.850 4.514
H 2.720 1.786 5.524
H 4.439 2.001 5.743
H 3.073 1.769 2.479
H 3.382 3.423 2.130
H 1.042 3.336 2.025
H 1.431 4.196 3.474
H -1.217 2.029 4.716
H -1.091 2.898 3.151
H -0.739 3.638 4.710
C -1.198 -2.079 0.373
O -0.201 -1.448 1.236
C -0.385 -0.049 1.510
C -0.396 0.826 0.231
O 0.731 0.602 -0.605
C 0.821 1.443 -1.759
H -1.315 -3.155 0.498
H -0.871 -2.101 -0.667
H -2.140 -1.562 0.555
H 0.398 0.370 2.141
H -1.291 0.045 2.108
H -0.496 1.870 0.528
H -1.251 0.631 -0.416
H 1.430 0.889 -2.473
H 1.341 2.365 -1.501
H -0.143 1.750 -2.164
C -0.975 -5.401 -1.333
C -0.645 -6.868 -1.178
O 0.458 -7.347 -1.524
N -1.603 -7.578 -0.672
C -1.461 -9.042 -0.484
H -0.077 -4.839 -1.078
H -1.821 -5.105 -0.712
H -1.227 -5.090 -2.347
H -2.574 -7.306 -0.623
H -1.000 -9.099 0.502
H -0.742 -9.436 -1.202
H -2.332 -9.695 -0.435
C -0.376 -2.763 8.656
C 0.660 -2.044 7.773
O 1.833 -2.066 8.022
N 0.218 -1.235 6.789
C 0.982 -0.304 5.972
H -0.327 -3.826 8.420
H -1.380 -2.366 8.507
H -0.325 -2.463 9.703
H -0.779 -1.213 6.629
H 2.054 -0.481 6.056
H 0.811 0.750 6.191
H 0.838 -0.532 4.916
C 2.901 -1.433 -1.429
C 3.673 -1.454 -0.130
O 4.905 -1.645 -0.155
N 2.941 -1.216 0.972
C 3.485 -1.188 2.372
H 3.234 -2.206 -2.122
H 3.186 -0.452 -1.809
H 1.849 -1.548 -1.171
H 2.042 -0.757 0.947
H 4.104 -2.082 2.437
H 2.729 -1.375 3.136
H 4.100 -0.315 2.591
C -5.494 1.631 0.726
C -4.545 2.732 1.229
O -4.442 3.758 0.544
N -3.871 2.580 2.359
C -3.988 1.428 3.272
H -5.025 0.654 0.837
H -5.744 1.807 -0.320
H -6.416 1.747 1.295
H -3.341 3.343 2.755
H -4.213 0.487 2.769
H -4.634 1.691 4.110
H -2.995 1.231 3.676
C -0.647 3.281 -5.242
C 0.496 3.320 -6.216
O 1.217 2.357 -6.420
N 0.730 4.487 -6.908
C 1.838 4.579 -7.864
H -1.387 4.078 -5.322
H -0.205 3.254 -4.246
H -1.188 2.354 -5.433
H 0.009 5.192 -6.862
H 2.096 3.590 -8.241
H 2.692 5.055 -7.382
H 1.588 5.269 -8.670
C -1.935 -5.521 6.819
C -1.883 -4.460 5.762
O -2.732 -3.545 5.755
N -0.887 -4.491 4.830
C -0.675 -3.390 3.925
H -2.497 -6.371 6.432
H -2.441 -5.243 7.744
H -0.945 -5.860 7.123
H -0.144 -5.154 5.002
H 0.402 -3.323 3.769
H -0.948 -2.398 4.285
H -1.116 -3.541 2.940
C -2.277 5.036 -2.208
C -0.766 5.424 -2.133
O -0.198 5.624 -3.163
N -0.196 5.429 -0.928
C -0.812 5.121 0.351
H -2.861 5.354 -1.345
H -2.344 3.949 -2.257
H -2.796 5.453 -3.071
H 0.766 5.709 -0.796
H -1.351 4.174 0.397
H -1.453 5.948 0.657
H -0.062 4.992 1.132
C 4.360 2.349 -0.543
C 5.830 2.718 -0.629
O 6.548 2.665 0.405
N 6.215 3.325 -1.780
C 7.573 3.645 -2.056
H 4.224 1.772 0.372
H 4.062 1.912 -1.496
H 3.698 3.213 -0.488
H 5.655 3.254 -2.617
H 7.748 4.152 -3.005
H 8.054 2.668 -2.024
H 7.994 4.234 -1.241
C -4.592 -4.572 -0.066
C -5.243 -5.795 -0.615
O -4.623 -6.830 -0.900
N -6.535 -5.633 -0.662
C -7.454 -6.749 -0.871
H -3.827 -4.147 -0.716
H -4.301 -4.744 0.970
H -5.365 -3.811 0.042
H -6.931 -4.728 -0.456
H -8.033 -6.874 0.044
H -6.944 -7.710 -0.798
H -8.187 -6.606 -1.664